1.
# C3H4Br2

C3H4Br2 as an isolated structure in a non-equilibrium geometry (the ωB97M-V functional and the def2-TZVPD basis, the OMol25 dataset).

XYZ file:
```
9
Properties=species:S:1:pos:R:3:forces:R:3:mulliken_charge:R:1
C -1.226950 -0.373773 -1.054565 -0.464 -1.435 0.664 -0.447
C -0.042079 0.192194 -0.938987 1.904 0.263 3.943 0.165
C 0.819681 0.472931 0.898356 -1.709 1.729 -3.004 -0.650
Br 1.397782 0.503004 -2.137968 -0.929 0.041 -0.014 -0.114
Br 0.119201 -0.634222 2.207451 -0.468 -0.591 0.518 -0.083
H -1.666314 -0.762206 -1.983843 0.461 0.591 0.114 0.281
H -1.790204 -0.802115 -0.152955 0.991 1.281 -1.006 0.172
H 1.831467 0.276047 0.692647 1.087 -0.923 -0.483 0.352
H 0.852536 1.538811 1.258956 -0.875 -0.956 -0.731 0.323
```
Positions in Å, forces in eV/Å.

Computed properties:
relative energy (zero: lowest compared OMol25 entry of this formula, charge and spin): 179.8 kJ/mol
total charge: 0
2S+1: 1
HOMO-LUMO gap: 10.19 eV

2.
# C40H33N3O2P2S2TeZr

C40H33N3O2P2S2TeZr as an isolated structure in a non-equilibrium geometry (the ωB97M-V functional and the def2-TZVPD basis, the OMol25 dataset).

XYZ file:
```
84
Properties=species:S:1:pos:R:3:forces:R:3:mulliken_charge:R:1
Zr -0.319304 0.677033 0.489089 -0.855 0.698 -2.161 -1.655
Te -4.003250 2.219302 -0.312889 -0.178 0.074 0.041 0.338
C -4.525137 3.825054 0.959774 0.138 -0.070 -0.148 0.301
C -4.864076 5.068530 0.451071 0.011 0.070 -0.029 -0.244
C -5.173697 6.083531 1.348486 -0.013 -0.011 0.244 -0.446
N -5.168961 5.917534 2.672066 0.042 -0.250 -0.122 -0.563
C -4.882011 4.701745 3.146221 -0.072 0.291 -0.094 -0.508
C -4.556743 3.622948 2.333575 -0.065 0.132 -0.028 -0.175
C -1.797589 2.604945 -0.493442 -0.894 -1.525 0.864 -0.323
P -1.343515 1.368368 -1.730173 0.927 1.777 0.306 1.292
C -1.983603 1.788763 -3.362892 -0.159 -0.661 -0.134 1.068
C -2.754876 2.913375 -3.615556 0.127 0.130 -0.063 -0.024
C -3.196716 3.145437 -4.910738 -0.024 0.034 -0.048 -0.806
C -2.878890 2.260580 -5.932544 -0.001 -0.008 -0.005 -0.503
C -2.105214 1.133331 -5.674674 -0.003 0.042 0.066 -0.892
C -1.663722 0.887043 -4.384617 -0.082 0.075 0.032 -0.497
C 0.466737 1.699243 -1.887255 0.030 -0.258 -0.135 0.749
C 1.356634 0.679998 -1.512818 -0.040 0.188 -0.328 -0.322
C 2.734787 0.874948 -1.604451 0.033 -0.204 0.101 -1.127
C 3.214535 2.080087 -2.076810 0.055 0.153 -0.067 -0.489
C 2.331795 3.099015 -2.451463 0.062 0.023 -0.013 -0.655
C 0.964746 2.916692 -2.345145 0.104 0.125 0.078 -0.914
P -1.467628 3.010461 1.285843 0.281 1.382 -0.610 0.609
C -0.991939 4.793814 1.124217 0.047 0.046 0.262 0.789
C -0.218031 5.409663 2.112020 -0.069 -0.004 0.013 -0.472
C 0.085528 6.760474 2.025055 0.003 -0.062 0.048 -0.703
C -0.398367 7.515078 0.964369 0.000 0.058 -0.053 -0.622
C -1.195047 6.917005 -0.001132 -0.042 -0.055 0.001 -0.871
C -1.495630 5.560790 0.078606 0.088 -0.004 -0.032 -0.333
C 0.286544 2.456847 1.852518 0.015 -0.090 0.003 -1.212
C 0.355669 1.836626 3.106537 0.139 0.409 0.077 0.155
C 1.582608 1.416275 3.620733 -0.058 0.075 0.062 -0.699
C 2.723500 1.527090 2.845811 0.072 -0.012 -0.012 -0.771
C 2.668464 2.136456 1.590642 0.027 0.070 0.108 -0.798
C 1.464049 2.618935 1.101111 0.256 0.350 0.377 0.598
H -4.892079 5.257661 -0.614236 0.025 0.007 0.016 0.422
H -5.434659 7.073511 0.984579 0.023 -0.077 0.061 0.387
H -4.908536 4.586293 4.226231 -0.011 0.029 -0.087 0.385
H -4.338643 2.657552 2.764502 0.060 -0.048 0.047 0.449
H -2.993053 3.604419 -2.820895 -0.033 0.012 0.035 0.362
H -3.794943 4.023758 -5.122627 0.041 -0.055 0.023 0.463
H -3.238098 2.448193 -6.937382 0.035 -0.003 0.057 0.420
H -1.853256 0.449323 -6.475094 -0.012 0.018 0.045 0.442
H -1.068472 0.004804 -4.172750 -0.018 0.003 -0.021 0.432
H 0.976981 -0.327710 -1.287616 0.016 -0.066 -0.057 0.756
H 3.419804 0.078723 -1.339373 -0.045 0.020 0.006 0.503
H 4.284119 2.227483 -2.177451 -0.085 0.021 0.013 0.490
H 2.721549 4.034394 -2.836611 -0.006 -0.065 0.019 0.468
H 0.274241 3.701699 -2.633279 0.029 -0.003 0.024 0.445
H 0.150210 4.841667 2.960054 0.018 0.013 -0.036 0.411
H 0.697169 7.226410 2.788940 -0.045 -0.043 -0.043 0.446
H -0.154649 8.569805 0.893479 -0.053 -0.103 0.017 0.426
H -1.593742 7.508235 -0.817662 0.043 -0.048 0.033 0.450
H -2.109756 5.095076 -0.682412 0.015 0.003 -0.001 0.431
H -0.546271 1.773625 3.700156 -0.127 -0.253 0.026 0.518
H 1.638588 0.996398 4.617700 -0.033 -0.013 -0.060 0.556
H 3.670718 1.163713 3.227744 -0.052 0.045 -0.030 0.475
H 3.576857 2.279973 1.020951 0.004 -0.010 -0.004 0.608
H 1.435692 3.231760 0.212774 0.022 -0.107 -0.264 0.992
O -2.213906 -1.040558 4.531038 0.035 -0.049 -0.007 -0.664
C -0.945266 -1.451636 4.646438 -0.045 0.072 0.008 0.670
C -0.541218 -1.899910 5.903768 -0.009 -0.019 0.137 -0.656
C 0.755928 -2.307354 6.110322 0.097 -0.030 0.006 -0.399
C 1.700228 -2.291508 5.070028 -0.029 -0.004 0.087 -0.859
C 1.317850 -1.849676 3.832744 0.002 0.008 -0.029 -0.543
C -0.005656 -1.419870 3.594479 0.061 0.073 -0.049 -0.003
C -0.357483 -1.005136 2.262666 0.066 -0.596 0.154 1.294
O 0.578282 -0.855749 1.330453 0.401 -1.293 0.786 -0.698
N -1.621612 -0.699621 1.946762 0.185 -0.043 0.329 -0.272
N -1.876859 -0.711962 0.552411 -0.482 -0.246 0.715 0.071
C -3.100392 -1.082283 0.267018 0.168 -0.282 -0.379 0.153
S -4.198584 -1.622526 1.467179 -0.029 0.039 0.078 -0.009
C -5.615694 -1.616885 0.339676 0.001 -0.109 -0.065 -0.486
C -5.134200 -2.084054 -1.017470 -0.018 0.029 -0.002 -0.648
S -3.590421 -1.197414 -1.385143 0.053 0.099 -0.046 0.130
H -2.395060 -0.804905 3.604153 -0.056 0.047 -0.035 0.528
H -1.277602 -1.921039 6.698827 0.072 0.020 -0.061 0.496
H 1.050733 -2.651395 7.094979 -0.018 0.003 -0.062 0.435
H 2.711709 -2.634233 5.242151 -0.049 0.005 0.009 0.460
H 2.018565 -1.843281 3.008742 -0.002 0.015 0.003 0.493
H -6.000947 -0.601737 0.304252 -0.071 0.094 -0.013 0.186
H -6.375358 -2.278721 0.751048 0.007 -0.033 0.009 0.456
H -5.846010 -1.841503 -1.804297 -0.010 -0.001 -0.005 0.468
H -4.916500 -3.149004 -1.036782 -0.042 -0.062 0.014 0.380
```
Positions in Å, forces in eV/Å.

Computed properties:
relative energy (zero: lowest compared OMol25 entry of this formula, charge and spin): 225.3 kJ/mol
total charge: +2
2S+1: 1
HOMO-LUMO gap: 5.75 eV